A molecular structure, C56H46AsFFeN5O8P2 in a non-equilibrium geometry, computed with wB97M-V/def2-TZVPD.

Each line ends with the Mulliken spin population.
Cartesian coordinates (Å):
Fe -0.1986 -0.0597 0.4939  1.036
O 0.2284 -2.2561 3.9773  -0.002
C 0.2259 -1.6427 2.9185  0.006
O -0.6502 -0.8423 2.4536  0.005
C 1.4487 -1.7781 2.0143  -0.009
C 2.5643 -2.5419 2.3383  0.007
C 3.6353 -2.6115 1.4645  -0.013
C 3.5565 -1.9272 0.2523  0.008
C 2.4068 -1.2079 0.0055  0.004
N 1.3853 -1.1048 0.8654  -0.005
C 2.1945 -0.5260 -1.3055  -0.021
O 2.9978 -0.3870 -2.1827  -0.005
O 0.9148 0.0533 -1.3713  0.014
H 2.5475 -3.0632 3.2848  0.000
H 4.5124 -3.1955 1.7059  -0.001
H 4.3424 -1.9592 -0.4871  0.000
N -1.1187 1.0705 -2.2499  0.004
P -0.3428 -0.4774 -2.3186  -0.044
C -0.1019 -0.3535 -4.1216  -0.010
C -1.1342 0.1144 -4.9351  0.000
C -0.9805 0.1760 -6.3137  -0.001
C 0.2235 -0.1817 -6.8940  0.000
C 1.2685 -0.6162 -6.0902  0.000
C 1.1032 -0.7265 -4.7213  -0.001
C -1.7748 -1.4298 -1.7202  0.058
C -1.8889 -1.8157 -0.4471  0.076
C -2.9881 -2.6663 0.0327  -0.001
C -3.9363 -3.1113 -0.7875  0.004
C -3.9420 -2.7285 -2.2289  0.000
C -2.7996 -1.8390 -2.7387  -0.003
C -1.7813 1.7010 -1.2120  -0.006
C -2.4438 2.9145 -1.4484  0.002
C -3.1679 3.4814 -0.4291  -0.002
C -3.2436 2.8370 0.8064  0.005
C -2.5351 1.6696 0.9634  -0.005
N -1.7960 1.1184 -0.0148  -0.023
H -0.8780 1.6910 -3.0102  0.000
H -2.0787 0.4198 -4.5055  0.002
H -1.8102 0.4915 -6.9307  0.000
H 0.3423 -0.1384 -7.9675  0.000
H 2.2126 -0.9017 -6.5336  0.000
H 1.9179 -1.1014 -4.1206  0.000
H -1.1850 -1.5690 0.3563  -0.075
H -2.9915 -2.9122 1.0858  0.001
H -4.7427 -3.7358 -0.4261  0.000
H -4.9359 -2.3767 -2.5224  0.000
H -3.1523 -0.9757 -3.3024  0.002
H -2.3789 3.3799 -2.4226  0.000
H -3.6848 4.4182 -0.5916  0.000
H -3.8161 3.2433 1.6266  0.000
H -2.5109 1.1362 1.9063  -0.008
C -0.1381 2.9623 2.9812  0.035
C 0.6634 4.0629 3.6564  -0.004
As -0.4352 4.9451 5.0351  0.002
C -0.6540 3.3641 6.1576  -0.001
C -1.9360 2.8753 6.3788  0.000
C -2.1308 1.7103 7.1126  0.000
C -1.0412 1.0325 7.6335  0.000
C 0.2429 1.5209 7.4255  0.000
C 0.4362 2.6797 6.6910  0.000
C 1.0014 5.7979 6.0464  0.000
C 0.7975 6.0799 7.3955  -0.001
C 1.7784 6.7152 8.1399  0.000
C 2.9761 7.0858 7.5423  0.000
C 3.1847 6.8169 6.1998  0.000
C 2.2016 6.1758 5.4543  0.000
P 0.7690 1.8833 1.7980  -0.011
C 2.2090 1.4362 2.8388  -0.004
C 1.9092 0.7096 3.9941  0.006
C 2.9173 0.2508 4.8260  -0.002
C 4.2456 0.5129 4.5222  0.003
C 4.5533 1.2470 3.3857  -0.003
C 3.5433 1.7066 2.5515  0.007
C 1.4012 3.0629 0.5452  -0.021
C 0.7281 4.2521 0.2633  0.003
C 1.0797 5.0344 -0.8283  -0.003
C 2.1116 4.6423 -1.6676  0.003
C 2.7842 3.4543 -1.4100  -0.006
C 2.4264 2.6766 -0.3219  0.010
H -1.0120 3.3626 2.4591  0.000
H -0.5367 2.2683 3.7290  0.000
H 0.9829 4.8212 2.9393  0.001
H 1.5581 3.6565 4.1328  0.001
H -2.7915 3.4014 5.9699  0.000
H -3.1320 1.3326 7.2719  0.000
H -1.1884 0.1217 8.1981  0.000
H 1.0960 0.9929 7.8312  0.000
H 1.4425 3.0506 6.5313  0.000
H -0.1299 5.7883 7.8762  0.000
H 1.6090 6.9200 9.1889  0.000
H 3.7427 7.5808 8.1235  0.000
H 4.1159 7.1010 5.7268  0.000
H 2.3883 5.9701 4.4080  0.000
H 0.8822 0.4711 4.2436  0.001
H 2.6547 -0.3298 5.7004  0.000
H 5.0355 0.1495 5.1658  0.000
H 5.5843 1.4720 3.1454  0.000
H 3.8116 2.2994 1.6867  0.001
H -0.0960 4.5739 0.8881  0.001
H 0.5417 5.9537 -1.0210  0.000
H 2.3886 5.2537 -2.5159  0.001
H 3.5815 3.1248 -2.0627  0.000
H 2.9519 1.7422 -0.1549  0.004
F -0.0759 -3.3472 -7.1655  0.000
C -0.8749 -3.2883 -6.0884  0.001
C -0.4690 -3.7097 -4.8921  0.000
N -1.2554 -3.6778 -3.7642  0.000
C -0.6918 -4.1695 -2.5300  0.000
C 0.2426 -3.2231 -1.7835  -0.009
O 0.6981 -3.5504 -0.7210  0.000
O 0.5269 -2.0989 -2.4367  -0.008
C -2.5131 -3.0163 -3.7505  -0.002
O -3.5264 -3.8142 -3.1012  0.000
N -2.9211 -2.6973 -5.0850  0.000
C -2.2285 -2.7816 -6.2726  0.001
O -2.7277 -2.4603 -7.3302  0.000
H 0.5248 -4.1179 -4.7625  0.000
H -0.1343 -5.0850 -2.7382  0.000
H -1.4962 -4.4494 -1.8480  0.000
H -3.8928 -2.4458 -5.1950  0.000

Output
Kohn-Sham gap (alpha / beta)	6.24 / 6.37	eV
2S+1	2
expectation value of S²	0.768
charge	0
largest force on an atom	1.42	eV Å⁻¹
lowest unoccupied orbital energy (alpha / beta)	-0.34 / -0.35	eV
relative energy (zero: lowest compared OMol25 entry of this formula, charge and spin)	470.8	kJ/mol

***

A molecular structure, C5H15N3 in a non-equilibrium geometry, computed with wB97M-V/def2-TZVPD.

Each line ends with the Mulliken charge.
Cartesian coordinates (Å):
C -0.6602 -0.0214 2.2001  -0.912
C 0.2052 -1.8650 0.4493  -0.794
N -1.0208 -0.5426 0.8764  -0.348
H -1.9772 -0.9131 0.9060  0.368
H -1.3495 0.7559 2.5369  0.336
H 0.3398 0.4048 2.1267  0.313
H -0.6757 -0.8278 2.9359  0.334
H -0.2328 -2.5569 1.1786  0.435
H 0.1124 -2.2642 -0.5530  0.311
H 1.2296 -1.6311 0.7170  0.295
C 0.7663 -0.1497 -2.3295  -1.649
C 0.5571 0.2411 -0.9017  0.341
N 1.5704 1.0918 -0.3315  -0.637
N -1.1070 1.8426 -0.0442  -0.620
C -0.8079 0.4896 -0.4177  -0.057
H 1.8753 1.8375 -0.9573  0.209
H 2.4150 0.5935 -0.0657  0.209
H -0.2880 2.2710 0.3733  0.319
H -1.9020 1.9269 0.5769  0.246
H -1.5585 0.1065 -1.1099  0.244
H 1.6334 -0.8201 -2.4264  0.287
H 0.9738 0.7062 -2.9976  0.411
H -0.0987 -0.6756 -2.7428  0.358

Output
Kohn-Sham gap	6.08	eV
charge	0
largest force on an atom	2.28	eV Å⁻¹
lowest unoccupied orbital energy	0.72	eV
relative energy (zero: lowest compared OMol25 entry of this formula, charge and spin)	491.6	kJ/mol

***

> What is the formula in the first record?

C56H46AsFFeN5O8P2